# C32H37N13O3PbSSe

A molecular structure, C32H37N13O3PbSSe (ωB97M-V with the def2-TZVPD basis set, the Open Molecules 2025 dataset).

```
! wB97M-V def2-TZVPD RIJCOSX def2/J DEFGRID3
* xyz 2 1
Pb -0.17252 -0.70114 0.44988
Se -6.60325 2.65504 -3.14027
N -5.52641 3.17878 -1.85822
C -4.73870 2.17178 -1.56785
C -3.70941 2.21725 -0.55224
C -3.49579 3.36355 0.21596
C -2.49010 3.35816 1.15512
C -1.72878 2.20547 1.30055
N -1.92811 1.10072 0.59122
C -2.90055 1.08650 -0.34392
C -3.09267 -0.11738 -1.15921
N -2.25623 -1.15293 -0.97494
C -2.40328 -2.24638 -1.70456
C -3.40404 -2.39940 -2.65791
C -4.26790 -1.35063 -2.86972
C -4.11127 -0.17923 -2.12207
C -4.94966 0.97968 -2.33636
N -5.90554 1.04345 -3.23053
H -4.12265 4.22815 0.04192
H -2.27841 4.22519 1.76484
H -0.90414 2.17972 2.00493
H -1.68608 -3.04231 -1.53059
H -3.48179 -3.31891 -3.21994
H -5.06362 -1.39310 -3.60142
O 0.00843 1.24899 -1.35757
N 1.14690 1.55375 -1.81950
C 1.55343 1.04783 -2.95280
C 2.88757 1.20930 -3.41990
N 3.98277 1.24359 -3.76607
C 0.67391 0.17884 -3.65715
N -0.04625 -0.53144 -4.20204
C 1.42640 -3.64644 2.08575
N 0.12710 -4.29689 2.10657
C -1.04997 -3.63899 2.15623
N -2.15880 -4.39395 2.32798
O -1.14172 -2.40020 2.04469
H 2.05412 -4.05623 2.87630
H 1.29671 -2.58084 2.26438
H 1.92839 -3.79164 1.12682
H 0.12110 -5.29941 2.18264
H -2.12706 -5.39097 2.44453
H -3.05539 -3.94416 2.35570
C 1.98641 2.49225 -1.04833
C 2.35631 3.73985 -1.82123
C 3.63439 4.26747 -1.70652
C 3.96560 5.43572 -2.37545
C 3.02427 6.07701 -3.16590
C 1.74581 5.54985 -3.28388
C 1.40960 4.38753 -2.60856
H 1.39774 2.74515 -0.16879
H 2.88252 1.95343 -0.73843
H 4.37529 3.76173 -1.09784
H 4.96617 5.83682 -2.28599
H 3.28583 6.98762 -3.68745
H 1.00318 6.04158 -3.89783
H 0.40364 3.99016 -2.70119
S 0.79181 0.24695 2.89598
C -0.32073 -0.13232 4.12512
N 0.05375 -0.64767 5.29302
C -1.06923 -0.87067 6.20431
C -2.24093 -0.23147 5.43406
N -1.63733 0.05609 4.12957
H 1.01346 -0.83726 5.52048
H -0.89537 -0.39371 7.16626
H -1.22226 -1.93743 6.36906
H -2.58501 0.68981 5.90459
H -3.08825 -0.90632 5.33535
H -2.15236 0.43302 3.35548
C 5.22065 -2.34567 -1.76632
N 3.83138 -2.11205 -1.38847
C 2.85612 -2.58053 -2.36253
C 3.45152 -1.26340 -0.40148
O 2.35630 -0.64357 -0.46125
N 4.30748 -1.09150 0.63988
C 5.20965 -2.12164 1.13386
C 4.16373 0.04545 1.53239
H 5.31952 -2.17618 -2.83908
H 5.52923 -3.37153 -1.55670
H 5.88192 -1.65115 -1.25689
H 2.93082 -3.66531 -2.45646
H 3.03965 -2.13769 -3.34356
H 1.85736 -2.30870 -2.04014
H 5.08909 -3.04781 0.58154
H 4.97611 -2.31648 2.18367
H 6.25139 -1.80118 1.07524
H 3.39111 0.70973 1.16248
H 5.10954 0.58701 1.59695
H 3.87922 -0.27855 2.53553
*
```

Properties
Orbital gap, hartree: 0.2804

Atomic partial charges in e from the natural (NBO) method, atoms 1 to 8: 1.507 1.057 -0.633 0.160 -0.018 -0.109 -0.241 0.042


# C4H9NS

A single C4H9NS molecule (ωB97M-V with the def2-TZVPD basis set, the Open Molecules 2025 dataset).

```
! wB97M-V def2-TZVPD RIJCOSX def2/J DEFGRID3
* xyz 0 1
C -1.78995 -0.83695 -1.06872
C -1.04739 0.47362 -0.70520
N -0.19600 0.38345 0.50704
C 1.09432 0.04608 0.25235
C 2.09702 0.29778 1.39644
S 1.72300 -0.41896 -1.17488
H -2.44282 -0.51148 -1.87162
H -2.56412 -1.26425 -0.36439
H -1.18007 -1.73662 -1.39631
H -1.91089 1.07903 -0.58522
H -0.72820 0.93910 -1.64535
H -0.34008 0.60278 1.47961
H 1.74364 0.78544 2.40208
H 3.04939 0.79893 1.01887
H 2.49217 -0.63795 1.75531
*
```

Properties
ΔE to the lowest compared entry with this formula, charge and spin, kcal/mol: 29.1
Orbital gap, hartree: 0.3318
Structure (SMILES): CCNC(C)=S

Atomic partial charges in e from the natural (NBO) method, atoms 1 to 8: -0.619 -0.243 -0.592 0.106 -0.693 -0.155 0.206 0.205


# C16H24MnN2O13

A molecular structure, C16H24MnN2O13 (ωB97M-V with the def2-TZVPD basis set, the Open Molecules 2025 dataset).

```
! wB97M-V def2-TZVPD RIJCOSX def2/J DEFGRID3
* xyz 0 6
Mn -7.06766 -13.90840 23.30420
O -6.00052 -15.11689 22.13671
H -5.90035 -14.83438 21.20683
N -4.63326 -14.21292 25.19239
O -3.71898 -13.50278 25.60720
O -5.70105 -13.76889 24.90117
O -4.35301 -15.28492 24.67863
C -8.08435 -9.12579 28.09024
C -9.12589 -9.67797 27.14231
C -9.31985 -9.00308 25.78264
O -9.21237 -10.04338 24.88590
C -8.65875 -11.10920 25.34826
O -8.37836 -12.19277 24.67995
O -8.51844 -10.93533 26.72728
H -7.03513 -9.25672 27.82549
H -8.38194 -9.54478 29.05149
H -7.98551 -8.04694 28.21029
H -10.06495 -9.67496 27.69571
H -8.70207 -8.13966 25.53576
H -10.34026 -8.63478 25.67668
C -3.37348 -8.22617 21.32525
C -4.02909 -9.19387 22.28645
C -5.50450 -8.87189 22.49305
O -6.15526 -10.06041 22.62719
C -5.36243 -11.01823 22.13100
O -5.70175 -12.18482 22.00521
O -4.19703 -10.57159 21.80714
H -2.31962 -8.44129 21.14861
H -3.38820 -7.20281 21.70024
H -3.92675 -8.36286 20.39611
H -3.43588 -9.29405 23.19538
H -5.88379 -8.32375 21.63062
H -5.65816 -8.17328 23.31550
C -12.25050 -10.81180 20.87009
C -11.32041 -11.91917 20.39498
C -10.41244 -11.50528 19.35622
O -9.25273 -12.13035 19.66161
C -9.21510 -12.47189 20.94031
O -8.33489 -12.98949 21.54799
O -10.39405 -12.14288 21.46782
H -11.71467 -10.19189 21.58891
H -13.17614 -11.23320 21.26216
H -12.76864 -10.14936 20.17669
H -11.89250 -12.80364 20.11475
H -10.30106 -10.42851 19.48375
H -10.77270 -11.64300 18.33674
N -8.45703 -16.55380 23.32787
C -8.03886 -16.31958 24.63973
C -8.65033 -15.13105 25.09824
C -9.47283 -14.56326 24.07076
C -9.24554 -15.40502 23.01117
H -8.08481 -17.31008 22.77146
H -7.46084 -17.12520 25.06783
H -8.64427 -14.77843 26.11903
H -10.09928 -13.69134 23.95367
H -9.59564 -15.38357 21.98971
*
```

Properties
Orbital gap (spin up / spin down), hartree: 0.2514 / 0.2564

Atomic partial charges in e from the natural (NBO) method, atoms 1 to 8: 1.522 -1.238 0.438 0.736 -0.520 -0.638 -0.479 -0.643


# C5H26N2O7

7 unconnected molecules or ions with the total composition C5H26N2O7 (ωB97M-V with the def2-TZVPD basis set, the Open Molecules 2025 dataset).

```
! wB97M-V def2-TZVPD RIJCOSX def2/J DEFGRID3
* xyz 0 1
C -0.80348 1.95595 3.02748
C -0.15398 1.78277 1.57568
C 0.00627 3.13868 0.88904
O -0.93382 3.62300 -0.04457
N -1.02029 0.73734 0.86990
C -0.24548 -0.32057 0.24366
C -0.44014 -0.50757 -1.30922
N -1.37050 0.66137 -1.70299
H -0.10516 2.20323 3.80639
H -1.30800 2.90336 3.16856
H -1.39694 1.11198 3.28530
H 0.83508 1.33466 1.72738
H 0.89425 3.06968 0.22768
H 0.45042 3.87168 1.61904
H -1.81204 3.30510 0.21116
H -1.78229 1.11715 0.32370
H 0.86247 -0.13936 0.36223
H -0.36140 -1.35390 0.57167
H -0.95016 -1.43924 -1.68307
H 0.46141 -0.39703 -1.87989
H -2.08755 0.18160 -2.28959
H -0.89360 1.27727 -2.34350
O -2.99249 -1.85642 -0.71368
H -3.84685 -2.24308 -0.51169
H -2.34920 -2.19246 -0.05147
O -1.98133 -2.53109 2.23110
H -2.52346 -1.74444 2.39238
H -1.10487 -2.18141 2.41397
O 2.60799 -2.35139 0.44332
H 3.28643 -2.88930 0.84183
H 3.22567 -1.77007 -0.05282
O 0.55584 -4.04429 -1.55955
H 1.07179 -3.23819 -1.53838
H -0.01596 -3.94660 -0.79836
O 2.35704 -1.35964 -2.56882
H 2.41175 -0.58564 -1.96448
H 3.09890 -1.14668 -3.15017
O 2.79660 1.62747 -2.19971
H 2.02765 2.15809 -1.96726
H 3.52943 2.17797 -1.90228
*
```

Properties
ΔE to the lowest compared entry with this formula, charge and spin, kcal/mol: 78.6
Orbital gap, hartree: 0.3125
Structure (SMILES): C[C@H](CO)NCCN.O.O.O.O.O.O

Atomic partial charges in e from the natural (NBO) method, atoms 1 to 8: -0.634 -0.065 -0.077 -0.701 -0.675 -0.232 -0.256 -0.865


# C14H30BrCrF6N3O9S2

A molecular structure, C14H30BrCrF6N3O9S2 (ωB97M-V with the def2-TZVPD basis set, the Open Molecules 2025 dataset).

```
! wB97M-V def2-TZVPD RIJCOSX def2/J DEFGRID3
* xyz -2 5
Cr 0.00239 0.84273 0.55499
C 2.96574 3.90707 0.78325
F 3.52462 2.82149 1.29132
F 2.51443 4.73212 1.70107
F 3.95704 4.57880 0.13285
S 1.59896 3.58435 -0.47626
O 0.42684 4.10163 0.11778
O 1.99385 4.16339 -1.72657
N 1.55848 1.89892 -0.52426
S 2.66447 1.33526 -1.52180
O 3.90366 2.05701 -1.53848
O 2.84070 -0.08027 -1.29573
C 1.94982 1.48003 -3.26313
F 0.69293 1.86371 -3.22984
F 2.70029 2.30073 -3.99338
F 1.99208 0.27947 -3.87619
Br -2.25333 2.06777 -0.51706
O -0.53613 4.08296 4.21466
C 0.55378 3.30734 4.28050
C 0.55169 1.97613 3.48139
O -0.19257 1.84894 2.29414
H 0.89461 3.06201 5.32424
H 1.39978 3.90383 3.82638
H 0.02061 1.22413 4.12491
H 1.60364 1.62431 3.38642
C 2.70545 -0.63647 1.96636
O 1.36131 -0.79041 1.55759
C 0.60913 -1.57605 2.42421
C -0.86212 -1.67874 2.09127
N -1.50423 -0.39340 1.79103
C -2.94226 -0.46761 1.70766
C -3.55398 -1.21678 0.54835
O -3.11209 -2.55797 0.40539
C -3.93222 -3.26135 -0.48620
H 2.77627 -0.19343 2.96394
H 3.16494 0.05052 1.26019
H 3.24360 -1.59100 1.91570
H 0.67147 -1.22394 3.47432
H 1.03167 -2.57620 2.64103
H -1.38111 -2.16094 2.93962
H -1.03452 -2.38624 1.28033
H -1.23948 0.27577 2.53469
H -3.34547 0.54358 1.61685
H -3.37295 -0.85597 2.64985
H -3.42593 -0.61720 -0.36861
H -4.65126 -1.17876 0.64602
H -3.85324 -2.89249 -1.51602
H -4.97488 -3.28971 -0.14154
H -3.62391 -4.31208 -0.50557
C 0.39507 -3.09954 -1.14367
C 0.24892 -1.79639 -1.92356
C -0.54141 -1.94837 -3.20211
O -0.78277 -0.62290 -3.68384
C -1.03879 -0.54573 -5.06799
N -0.28682 -0.72568 -1.00969
H 0.85031 -3.82879 -1.82570
H -0.55517 -3.46873 -0.76119
H 1.14462 -2.93863 -0.36955
H 1.25127 -1.44882 -2.18173
H -1.53754 -2.41411 -3.12942
H 0.01022 -2.50597 -3.97031
H -1.67271 -1.35691 -5.44452
H -0.10047 -0.45818 -5.62033
H -1.63715 0.36292 -5.16192
H -1.19740 -1.08052 -0.69512
H -0.63279 -0.10063 -1.75702
*
```

Properties
ΔE to the lowest compared entry with this formula, charge and spin, kcal/mol: 0.0
Orbital gap (spin up / spin down), hartree: 0.1210 / 0.1211

Atomic partial charges in e from the natural (NBO) method, atoms 1 to 8: 1.086 0.743 -0.303 -0.281 -0.340 2.208 -0.829 -0.933


# C8H9DyNO5

A molecular structure, C8H9DyNO5 (ωB97M-V with the def2-TZVPD basis set, the Open Molecules 2025 dataset).

```
! wB97M-V def2-TZVPD RIJCOSX def2/J DEFGRID3
* xyz 3 6
Dy 0.45863 0.59277 -0.50214
C 0.14305 2.26112 1.26773
O -0.11397 3.12779 1.98584
C 0.28971 3.01089 -1.25326
O 0.26306 4.15534 -1.36268
C -1.82069 1.50398 -0.33282
O -2.81565 2.06672 -0.17079
C 2.57866 1.84069 -0.58202
O 3.52912 2.49601 -0.58380
C 0.05111 -1.14625 -2.73816
H 0.95845 -1.71415 -2.48109
H -0.90416 -1.59868 -2.43813
C 0.11875 0.08035 -3.31945
H -0.76644 0.70296 -3.48141
H 1.07258 0.53993 -3.60172
C -1.43289 -1.82349 2.07655
C 0.02938 -1.72718 1.84778
N 0.86731 -2.44476 2.58547
O 0.53901 -0.97574 0.93586
H -1.62741 -2.57588 2.85218
H -1.96963 -2.11298 1.15914
H -1.84337 -0.86080 2.41619
H 1.85991 -2.34809 2.39004
H 0.53548 -3.05058 3.33067
*
```

Properties
Orbital gap (spin up / spin down), hartree: 0.3291 / 0.3317

Atomic partial charges in e from the Löwdin method, atoms 1 to 8: 1.506 -0.044 0.263 -0.071 0.263 -0.021 0.254 0.004


Quick rundown of molecular weight, same order as above: 970.0, 103.2, 507.3, 226.3, 694.4, 361.7 g/mol